# 1
Here is the molecule C6H10S at a distorted geometry from the Open Molecules 2025 dataset. Energies are from wB97M-V/def2-TZVPD.

Geometry as XYZ:
```
17
Properties=species:S:1:pos:R:3:lowdin_charge:R:1
C 2.034 -0.749 -0.021 -0.07
C 0.568 -0.382 -0.054 -0.73
C -0.042 0.634 -1.050 -0.14
C -1.113 0.810 0.054 -0.32
C -1.940 -0.487 0.006 -0.45
S -0.669 -1.752 -0.006 0.88
C 0.045 0.553 1.067 -0.14
H 2.311 -1.058 1.001 0.09
H 2.281 -1.534 -0.730 0.07
H 2.595 0.148 -0.300 0.08
H -0.379 0.266 -2.041 0.12
H 0.675 1.493 -1.162 0.13
H -1.760 1.659 0.088 0.12
H -2.548 -0.589 -0.914 0.08
H -2.587 -0.532 0.868 0.07
H 0.695 1.399 1.174 0.11
H -0.167 0.122 2.023 0.10
```

Values from the calculation:
**SMILES**: C[C@]12C[C@H](CS1)C2
**Energy**: -632.7724 hartree
**Relative energy (zero: lowest compared OMol25 entry of this formula, charge and spin)**: 1.0102 eV
**Orbital gap**: 0.3389 Eh
**HOMO level**: -8.28 eV
**Strongest force on any atom**: 1.24 eV/Å



# 2
Here is a cluster of 2 separate species, C2H7NOS2 in total at a distorted geometry from the Open Molecules 2025 dataset. Energies are from wB97M-V/def2-TZVPD.

Geometry as XYZ:
```
13
Properties=species:S:1:pos:R:3:lowdin_charge:R:1
N 2.014 0.148 0.083 0.12
C 2.819 0.345 -0.967 -0.45
O 2.484 0.550 -2.109 0.02
H 1.043 0.414 0.011 0.08
H 2.328 -0.065 1.005 0.09
H 3.879 0.353 -0.615 0.13
C -1.663 -0.964 0.241 -0.49
S -3.150 -0.561 1.249 0.35
S -3.046 1.521 1.048 0.29
H -0.749 -0.602 0.715 0.00
H -1.727 -0.535 -0.755 0.03
H -1.597 -2.047 0.321 0.03
H -2.633 1.443 -0.227 -0.20
```

Values from the calculation:
**SMILES**: NC=O.CSS
**Energy**: -1006.7624 hartree
**Relative energy (zero: lowest compared OMol25 entry of this formula, charge and spin)**: 0.5892 eV
**Orbital gap**: 0.3324 Eh
**HOMO level**: -8.67 eV
**Strongest force on any atom**: 1.68 eV/Å



# 3
Here is a structure of composition C16H34HgP2 at a distorted geometry from the Open Molecules 2025 dataset. Energies are from wB97M-V/def2-TZVPD.

Geometry as XYZ:
```
53
Properties=species:S:1:pos:R:3:lowdin_charge:R:1
P 0.739 -0.517 2.222 0.73
P -2.224 -0.854 0.334 0.72
C 0.602 -0.164 0.409 -0.39
C -0.816 0.241 -0.112 -0.40
H 0.924 -1.087 -0.099 0.08
H 1.322 0.629 0.137 0.03
H -1.077 1.233 0.288 0.08
H -0.789 0.307 -1.214 0.04
C -2.214 -2.315 -0.745 -0.27
H -3.069 -2.960 -0.485 0.05
H -1.294 -2.899 -0.566 0.04
H -2.274 -2.027 -1.805 0.04
C -3.811 -0.029 0.269 -0.28
H -4.014 0.391 -0.721 0.04
H -3.848 0.775 1.017 0.05
H -4.603 -0.743 0.528 0.05
C 2.133 -1.559 2.659 -0.28
H 2.207 -1.736 3.743 0.05
H 3.059 -1.100 2.310 0.03
H 2.008 -2.541 2.186 0.05
C 0.815 1.055 3.129 -0.26
H -0.134 1.606 2.994 0.04
H 1.656 1.684 2.798 0.04
H 0.919 0.836 4.203 0.05
Hg -1.477 -1.666 2.599 0.75
C 0.057 1.998 -3.077 -0.11
C 0.279 0.717 -3.412 -0.14
C 1.491 0.114 -4.032 -0.18
C 2.837 0.786 -3.593 -0.19
C 2.944 0.932 -2.102 -0.10
C 2.492 1.975 -1.368 -0.15
C 1.901 3.253 -1.842 -0.18
C 1.053 3.121 -3.153 -0.19
C -0.988 -2.250 4.655 -0.38
H -0.983 2.296 -2.880 0.11
H -0.610 0.082 -3.473 0.10
H 1.420 0.190 -5.138 0.12
H 1.566 -0.963 -3.803 0.11
H 3.679 0.190 -3.998 0.11
H 2.948 1.758 -4.097 0.09
H 3.585 0.202 -1.594 0.11
H 2.820 1.988 -0.330 0.10
H 2.711 3.986 -2.037 0.12
H 1.255 3.705 -1.070 0.11
H 0.554 4.090 -3.351 0.11
H 1.721 2.995 -4.016 0.09
H -1.786 -2.007 5.352 -0.06
H -0.069 -1.763 5.024 -0.08
H -0.824 -3.330 4.710 -0.05
C -3.436 -2.537 3.070 -0.37
H -3.325 -3.534 3.507 -0.05
H -4.056 -2.629 2.179 -0.09
H -3.976 -1.925 3.792 -0.05
```

Values from the calculation:
**Energy**: -1465.9209 hartree
**Relative energy (zero: lowest compared OMol25 entry of this formula, charge and spin)**: 0.0000 eV
**Orbital gap**: 0.1601 Eh
**HOMO level**: -3.95 eV
**Strongest force on any atom**: 2.01 eV/Å



# 4
Here is a cluster of 2 separate species, C2H3IN2O in total at a distorted geometry from the Open Molecules 2025 dataset. Energies are from wB97M-V/def2-TZVPD.

Geometry as XYZ:
```
9
Properties=species:S:1:pos:R:3:lowdin_charge:R:1
C 0.421 0.294 -1.919 -0.50
C 1.375 -0.468 -1.122 -0.75
N -1.225 1.238 0.000 0.06
N 1.041 -0.491 0.174 0.16
O 2.286 -1.057 -1.679 0.02
I 0.868 1.348 -3.561 0.99
H -1.792 1.829 -0.602 -0.12
H 0.244 0.084 0.455 0.01
H 1.641 -0.948 0.842 0.12
```

Values from the calculation:
**Energy**: -560.1585 hartree
**Relative energy (zero: lowest compared OMol25 entry of this formula, charge and spin)**: 7.9452 eV
**Orbital gap (alpha / beta)**: 0.2477 / 0.2394 Eh
**HOMO level (alpha / beta)**: -9.30 / -8.93 eV
**Strongest force on any atom**: 2.61 eV/Å



What did the second record say?
Here is a cluster of 2 separate species, C2H7NOS2 in total at a distorted geometry from the Open Molecules 2025 dataset. Energies are from wB97M-V/def2-TZVPD.

Geometry as XYZ:
```
13
Properties=species:S:1:pos:R:3:lowdin_charge:R:1
N 2.014 0.148 0.083 0.12
C 2.819 0.345 -0.967 -0.45
O 2.484 0.550 -2.109 0.02
H 1.043 0.414 0.011 0.08
H 2.328 -0.065 1.005 0.09
H 3.879 0.353 -0.615 0.13
C -1.663 -0.964 0.241 -0.49
S -3.150 -0.561 1.249 0.35
S -3.046 1.521 1.048 0.29
H -0.749 -0.602 0.715 0.00
H -1.727 -0.535 -0.755 0.03
H -1.597 -2.047 0.321 0.03
H -2.633 1.443 -0.227 -0.20
```

Values from the calculation:
**SMILES**: NC=O.CSS
**Energy**: -1006.7624 hartree
**Relative energy (zero: lowest compared OMol25 entry of this formula, charge and spin)**: 0.5892 eV
**Orbital gap**: 0.3324 Eh
**HOMO level**: -8.67 eV
**Strongest force on any atom**: 1.68 eV/Å